No. 1
Molecular formula: C39H59As2BBiClN9Si
Method: DFT, ωB97M-V/def2-TZVPD

Geometry (Å):
H (-4.296, -3.006, -1.008)
H (-5.035, 2.102, 0.116)
C (-0.513, 4.607, -1.129)
H (-3.090, -0.637, -3.641)
H (-0.013, 5.533, -1.409)
C (1.133, -2.099, 3.727)
H (-0.842, -2.721, -1.959)
N (1.330, -1.850, 2.423)
H (1.754, -5.272, 0.327)
H (1.584, 4.392, 2.719)
C (0.240, -4.486, -1.135)
Cl (-0.511, 0.804, -6.150)
B (2.245, -2.583, 1.391)
C (-2.481, 2.282, 1.105)
C (0.306, -1.121, 4.250)
C (-3.618, -2.059, 0.856)
H (-3.818, -4.112, 0.268)
C (-4.904, 1.678, 1.110)
H (-5.732, 0.466, -1.231)
C (2.077, -1.676, -4.415)
H (-4.208, 0.142, 3.177)
H (1.523, -1.215, -6.450)
C (1.365, -1.009, -5.399)
H (-2.212, 1.678, -1.925)
C (-3.394, 0.786, 2.854)
H (-2.462, 0.298, 3.128)
H (5.065, -2.288, 0.972)
C (-3.273, 1.446, -2.073)
C (4.477, -5.193, 2.356)
C (4.903, 4.396, -0.273)
H (-3.493, 1.564, -3.139)
H (-5.778, -1.701, 0.600)
H (3.714, 0.941, 2.132)
H (1.596, -2.948, 4.202)
H (-2.580, -3.275, -0.654)
H (-1.641, -2.562, 1.654)
N (3.492, -4.744, 1.606)
H (-0.680, 4.594, -0.054)
C (0.433, -0.065, -5.002)
C (1.168, -4.482, -0.110)
H (2.846, 4.663, -2.932)
H (-0.036, -1.027, 5.265)
N (0.490, -2.399, -0.370)
N (2.615, -0.495, -0.074)
C (0.253, 0.184, -3.653)
H (-2.980, -3.467, 2.358)
H (-1.478, 4.551, -1.634)
H (-0.314, 3.260, -4.051)
N (1.310, -3.225, 0.338)
C (-3.616, 0.010, -1.650)
H (-5.385, -0.016, -2.887)
C (-2.876, -0.933, -2.609)
C (0.848, 3.621, 2.498)
H (-0.099, -5.333, -1.705)
C (0.641, 3.527, -3.598)
Bi (0.292, -0.048, -0.146)
C (4.079, 3.674, 0.578)
H (5.894, 4.683, 0.052)
H (-2.739, 3.138, 1.737)
H (-0.577, 0.599, 3.128)
H (-3.176, -1.972, -2.498)
C (4.832, -4.265, 3.358)
C (2.802, 3.293, 0.173)
N (3.128, -1.517, 0.647)
As (0.568, 3.081, -1.701)
H (0.523, 3.155, 3.427)
H (-5.110, 2.476, 1.831)
H (3.903, -2.272, 3.679)
As (1.682, 2.258, 1.378)
H (5.595, -4.360, 4.111)
N (3.160, -3.528, 2.113)
H (-0.473, 0.919, -3.330)
C (1.835, -1.379, -3.086)
C (3.179, 4.373, -1.945)
C (-0.147, -3.161, -1.264)
H (-3.471, 1.709, 3.436)
H (-5.664, 0.908, 1.258)
C (2.958, 1.530, 2.649)
C (-3.479, 1.145, 1.362)
H (0.801, 4.595, -3.739)
C (3.980, -3.216, 3.161)
H (-5.198, -1.334, 2.227)
H (2.812, -2.426, -4.674)
H (-2.478, 2.626, 0.070)
C (-3.569, -3.161, -0.211)
N (0.628, -0.752, 2.071)
H (1.433, 2.968, -4.095)
H (-3.854, 2.198, -1.541)
H (2.414, 0.892, 3.345)
C (2.342, 3.644, -1.104)
H (-5.359, -3.002, 1.706)
H (4.448, 3.409, 1.560)
H (3.450, 0.998, -1.292)
C (3.631, 0.136, -0.667)
C (0.020, -0.298, 3.169)
H (3.433, 2.334, 3.209)
C (4.830, -0.487, -0.337)
C (4.463, -1.534, 0.491)
C (-5.131, -0.208, -1.840)
C (4.451, 4.746, -1.535)
H (-1.454, 1.994, 1.365)
H (-0.011, 4.066, 2.003)
H (2.361, -1.897, -2.295)
H (5.086, 5.315, -2.202)
H (-2.707, -1.802, 2.848)
H (5.822, -0.225, -0.659)
C (-5.070, -1.999, 1.376)
H (4.901, -6.165, 2.157)
N (0.940, -0.459, -2.708)
H (-5.434, -1.232, -1.618)
Si (-3.154, -0.334, 0.179)
C (-2.678, -2.480, 1.996)
H (-1.792, -0.873, -2.479)

Output
Net charge   +2
Orbital gap (alpha / beta)   6.9 / 7.0 eV
2S+1   2
DFT total energy   -203393.904 eV

No. 2
Molecular formula: C39H59CsN9O8P3S2
Method: DFT, ωB97M-V/def2-TZVPD

Geometry (Å):
H (0.898, -2.828, 1.631)
C (4.041, -6.156, 1.350)
H (-4.877, -3.180, -1.074)
C (-3.734, -3.722, 2.264)
H (0.235, 2.660, 2.122)
H (-5.861, -3.484, 2.463)
H (-1.484, -4.762, 7.464)
H (2.236, -5.109, 5.395)
H (0.343, 4.171, -1.390)
H (-1.315, -0.674, 1.158)
C (-2.060, -5.637, -2.367)
H (-1.596, -3.681, 2.210)
H (-0.042, -3.830, -2.222)
H (-3.463, -0.565, 4.466)
O (-1.020, -3.511, -4.884)
H (-2.675, 2.871, 1.524)
P (0.542, 0.359, -4.719)
C (-0.624, 0.968, 4.748)
N (-1.980, 0.071, -1.784)
H (-1.980, -0.952, -1.883)
S (3.785, 2.801, -1.253)
C (-0.803, -4.413, 6.698)
H (-2.041, 4.420, -1.048)
O (-0.303, 1.051, -3.695)
H (-0.465, 2.867, -2.287)
N (-1.488, 0.265, 0.816)
H (0.015, 3.935, 6.210)
C (0.958, -3.521, 4.764)
C (-3.539, -1.455, 3.854)
H (4.137, -2.097, -0.759)
H (-1.666, -5.380, -3.354)
H (0.963, 1.599, -1.249)
H (1.725, -5.079, 2.247)
N (-1.865, -4.519, -1.478)
C (-3.182, 2.170, -1.668)
H (4.868, 1.411, 3.270)
C (3.628, -2.797, -0.108)
H (-0.723, 0.867, 1.103)
C (-0.266, -2.869, 4.925)
O (-0.410, -1.782, -3.110)
O (-1.742, -0.720, -5.704)
C (-0.519, 1.912, 5.772)
O (1.864, -0.194, -4.241)
S (3.096, 2.922, 1.962)
H (-3.527, 0.034, 1.009)
H (5.652, 0.914, -1.640)
C (4.200, -4.008, 0.178)
H (-1.614, 0.278, -0.772)
H (-4.192, 2.627, -1.632)
H (-1.279, 3.885, 0.463)
H (0.542, 4.455, 3.814)
C (1.828, -3.209, 1.219)
C (0.412, -5.064, 6.519)
H (-3.677, 0.514, -2.954)
C (-2.381, -2.079, 3.395)
C (1.291, -4.609, 5.543)
H (-1.506, -6.496, -1.984)
H (1.580, 1.967, -5.476)
C (-2.495, -3.209, 2.585)
O (-2.544, -2.521, -0.674)
O (0.896, 1.446, -5.901)
H (-4.424, -4.047, -2.548)
N (-2.415, 2.422, -0.476)
C (-1.146, -3.334, 5.912)
C (4.318, 1.957, 1.283)
H (0.079, -5.072, -0.958)
C (2.287, -4.450, 1.572)
C (-3.305, 0.666, -1.937)
H (-3.109, -5.903, -2.453)
H (-5.681, -1.462, 3.859)
C (-4.885, -3.092, 2.721)
H (1.643, -3.163, 4.010)
H (-2.645, 2.609, -2.510)
H (-4.155, 2.303, 0.721)
H (-3.810, -4.615, 1.660)
P (-0.675, -1.496, 3.768)
C (-2.757, 0.743, 1.328)
H (-2.133, -1.566, -5.430)
C (-4.248, -3.969, -1.478)
Cs (1.537, -0.815, -1.924)
C (-0.096, 3.186, 5.436)
N (4.482, -7.201, 1.601)
C (-2.799, -3.597, -1.197)
N (-0.377, 1.252, 3.473)
C (0.024, 2.477, 3.165)
H (5.618, -0.016, -0.128)
P (-0.152, -2.371, -4.473)
H (1.249, 2.614, -0.024)
C (-0.230, 3.236, -1.288)
H (6.206, 1.314, 2.107)
H (-0.150, -2.116, -7.431)
C (-1.538, 3.570, -0.550)
C (-0.469, -4.190, -1.287)
O (1.409, -2.751, -4.596)
C (-0.348, -0.953, -5.644)
H (0.062, -0.354, -7.664)
H (-4.513, -4.910, -1.001)
C (3.523, -4.907, 1.043)
C (-3.060, 2.163, 0.785)
H (-2.104, -2.851, 6.051)
H (-2.776, 0.792, 2.428)
N (0.497, 2.199, -0.574)
H (1.340, -1.313, -6.890)
C (-4.781, -1.957, 3.512)
H (-0.385, -3.401, -0.546)
H (-0.757, 1.640, 6.793)
H (5.154, -4.290, -0.245)
C (4.586, 1.884, -0.066)
C (5.136, 1.140, 2.251)
H (1.712, -1.822, -4.441)
H (6.675, 1.396, -0.278)
H (0.670, -5.918, 7.129)
N (-1.046, -0.319, 4.979)
C (0.262, -1.199, -7.004)
H (-1.317, 0.436, -2.516)
C (5.697, 0.987, -0.554)
N (2.456, -2.365, 0.385)
H (4.945, 0.072, 2.114)
H (-1.066, -0.614, 5.948)
H (-4.000, 0.201, -1.233)
C (0.189, 3.479, 4.110)

Output
Net charge   -2
Orbital gap (alpha / beta)   5.1 / 3.4 eV
DFT total energy   -121284.343 eV

No. 3
Molecular formula: C39H60I3N4O6SSbY
Method: DFT, ωB97M-V/def2-TZVPD

Geometry (Å):
H (0.002, -3.718, 3.198)
H (-3.451, 1.142, 0.955)
C (-0.322, -2.975, -1.591)
H (-2.863, -1.562, 1.497)
C (2.828, -4.105, 5.208)
C (-0.146, 0.209, 4.213)
H (5.679, 1.216, -0.616)
C (0.405, -3.214, 5.263)
C (-2.068, 3.083, -3.628)
N (1.291, -0.011, 4.120)
O (1.935, 3.666, -3.443)
H (3.476, 2.250, -0.931)
N (1.356, -2.176, 3.179)
O (-0.847, -1.806, -1.524)
H (-1.014, 4.864, -4.174)
H (-4.482, -0.036, -0.325)
H (-4.066, 3.980, -3.428)
H (3.126, -3.103, 5.521)
I (1.758, -7.440, -2.110)
H (3.051, -4.183, 4.144)
C (-2.934, 2.941, -0.182)
H (4.616, -3.595, 0.151)
O (1.322, -0.867, -3.188)
Sb (-2.195, 1.737, -1.881)
C (-0.054, 1.700, 6.324)
H (-5.988, 0.375, -3.053)
C (0.209, -2.830, 3.800)
H (3.468, -4.824, 5.722)
H (-0.662, -2.189, 3.707)
H (-3.226, 4.307, -4.944)
Y (0.615, 0.013, -1.380)
I (1.098, 1.686, 0.940)
C (1.934, -0.147, -4.089)
H (3.366, -1.450, 0.360)
H (3.956, 0.263, -4.580)
C (-0.391, -5.364, -2.187)
C (3.343, 1.791, -3.107)
C (-4.116, -0.521, -1.233)
C (-3.959, 0.481, -2.377)
C (1.357, -4.381, 5.522)
I (-3.018, -3.953, -2.514)
O (1.042, 1.865, -2.470)
C (-3.549, -0.285, -3.638)
H (5.833, -0.884, -1.639)
H (-4.850, -1.286, -1.518)
C (-2.849, 2.045, 1.055)
H (-0.588, 0.186, 3.214)
H (-4.563, 4.195, 0.445)
H (-2.207, 4.937, -0.673)
H (-1.507, 1.733, 4.746)
C (3.606, -3.525, -0.231)
C (3.891, -0.451, -2.509)
N (1.693, -2.148, -0.578)
H (-3.947, 2.725, -4.674)
H (2.011, 0.986, 6.394)
H (-1.806, 4.987, -2.604)
H (1.590, 2.131, 7.665)
H (-4.564, 3.907, -1.296)
C (0.916, -5.546, -1.839)
H (-0.970, -6.187, -2.581)
H (-1.811, 1.365, -4.976)
H (-3.228, 2.601, 1.924)
C (2.004, 2.516, -3.041)
H (-5.286, 1.966, -3.320)
H (-1.821, 1.751, 1.268)
H (-0.299, 2.059, -4.405)
C (-1.317, 2.296, -4.706)
C (1.434, 1.884, 6.613)
C (2.993, -4.590, -0.820)
H (-5.783, 1.485, -1.705)
O (1.495, 0.142, -5.185)
H (1.839, 0.836, 4.072)
C (3.332, 0.335, -3.690)
H (-3.577, 0.357, -4.518)
H (1.267, -4.651, 6.577)
H (1.847, 2.701, 6.017)
O (3.272, 0.223, -1.380)
C (1.973, -1.028, 3.559)
H (-1.257, 2.914, -5.611)
N (-1.912, -1.314, 1.325)
H (3.509, -5.534, -0.930)
H (0.067, 2.335, 4.255)
H (-0.426, 0.825, 6.870)
C (-0.871, -1.104, 0.843)
H (-2.170, 4.537, 1.040)
C (-5.319, 1.133, -2.625)
H (-4.253, -1.109, -3.808)
C (-4.368, 3.442, -0.329)
H (2.033, -2.801, 2.768)
C (5.323, 1.251, -1.645)
C (3.823, 1.530, -1.667)
H (-2.551, -0.724, -3.561)
H (-0.295, 4.066, -2.792)
H (-0.590, 2.564, 6.725)
C (1.048, -3.210, -1.142)
S (3.629, -0.840, 3.302)
H (-5.090, 2.638, -0.190)
H (5.916, -0.158, -3.251)
C (-0.433, 1.561, 4.848)
C (1.660, -4.476, -1.284)
H (-3.177, -1.034, -1.021)
C (2.912, -2.307, -0.123)
C (5.377, -0.149, -2.303)
C (-3.414, 3.538, -4.183)
H (1.013, -5.248, 4.948)
C (-1.248, 4.315, -3.254)
C (-1.000, -4.109, -2.039)
H (5.886, 2.011, -2.186)
H (-0.946, 3.867, -0.042)
H (0.749, -2.331, 5.815)
H (4.025, 2.444, -3.648)
H (-0.609, -0.569, 4.823)
H (-0.580, -3.479, 5.661)
C (-2.001, 4.136, 0.032)
H (3.633, -1.505, -2.510)

Output
Net charge   -1
Orbital gap   7.2 eV
ΔE to the lowest compared entry with this formula, charge and spin   16.39 kcal per mole
DFT total energy   -102389.293 eV

No. 4
Molecular formula: C39H60MnN2O2Si3Te
Method: DFT, ωB97M-V/def2-TZVPD

Geometry (Å):
C (-1.770, -4.212, -3.435)
C (-4.133, -4.811, -2.102)
H (1.838, -3.487, -1.293)
H (3.864, 5.993, -1.818)
H (-0.835, 0.465, -2.272)
C (0.937, -1.826, 0.547)
H (-1.142, -4.645, 0.692)
H (0.555, -4.783, -1.122)
H (3.156, 0.829, 4.104)
C (-3.849, -0.743, 1.868)
H (7.451, -0.663, 3.199)
H (1.733, -4.496, 0.191)
C (-3.304, -3.744, -1.652)
H (-0.824, -3.999, -3.949)
C (0.005, -1.433, -2.788)
H (4.749, 5.540, -3.286)
C (4.341, 5.155, -2.324)
H (0.338, -0.929, 0.764)
C (-5.770, -2.015, 2.610)
C (6.288, 5.723, -0.070)
H (-2.218, -5.992, -4.629)
C (5.496, 2.631, -0.850)
H (-2.204, -0.725, 3.270)
H (-7.604, -0.754, -1.662)
H (5.387, 2.081, -1.799)
H (1.774, -1.542, -0.068)
H (7.573, 4.990, -3.237)
H (-6.530, -1.997, -2.510)
H (6.185, -1.358, 2.091)
C (6.652, -0.428, 2.473)
H (6.592, 6.662, -0.555)
H (7.131, 5.335, 0.560)
H (3.344, 0.043, 2.554)
O (-1.944, -1.080, -0.816)
H (-0.210, 3.341, 1.386)
H (3.733, -0.779, 4.092)
H (-3.169, -2.347, 4.799)
H (-6.947, -0.217, 0.895)
H (8.154, 3.638, -2.182)
C (-6.682, -2.942, -0.101)
C (5.192, 2.449, 2.346)
Te (3.920, 2.263, 0.551)
N (-5.989, -1.654, -0.506)
C (0.955, -2.056, -3.585)
C (-3.784, -5.530, -3.259)
H (-5.900, 4.300, 1.349)
H (6.623, 0.449, 5.442)
H (-1.569, -3.001, 1.273)
C (1.146, -4.011, -0.623)
C (0.649, 0.686, -3.792)
H (-0.513, 2.613, -0.256)
O (-1.022, 1.409, 1.367)
H (-5.331, 2.022, 0.976)
C (-0.733, -3.650, 1.008)
C (-3.804, -1.909, 3.994)
Si (5.809, 4.445, -1.380)
C (-5.162, -1.138, 1.676)
H (-4.496, -6.231, -3.630)
H (6.412, 2.222, -0.365)
Si (5.564, 0.844, 3.288)
H (-6.817, -2.346, 2.418)
H (7.039, 2.130, 4.802)
C (7.266, 4.132, -2.628)
H (-3.640, -3.037, -0.864)
C (-4.865, 4.060, 1.171)
H (6.060, 2.996, 2.008)
H (-5.004, -4.994, -1.533)
H (2.231, 0.614, -5.215)
H (-3.985, 6.101, 1.447)
C (-3.183, -1.121, 3.063)
C (-2.107, -3.508, -2.277)
H (1.450, -2.178, 1.494)
C (1.749, -1.368, -4.492)
C (-2.550, 4.598, 0.788)
H (-6.963, -3.502, -1.005)
C (6.223, 1.382, 4.965)
Si (-1.055, -2.250, -1.393)
H (-7.570, -2.754, 0.551)
H (0.599, 1.761, -3.768)
H (6.831, 3.388, -3.277)
C (-5.985, -0.593, 0.502)
N (-3.319, 2.304, 0.751)
H (-5.463, 0.279, 0.041)
C (-3.793, 5.034, 1.148)
Mn (-2.770, 0.272, 0.448)
H (1.121, -3.134, -3.319)
H (-5.929, -0.372, -2.224)
H (-6.006, -3.553, 0.467)
C (-6.578, -1.190, -1.799)
C (3.822, 0.148, 3.539)
C (-0.941, 2.663, 0.748)
H (3.484, 4.499, -2.470)
H (-5.600, -2.827, 4.586)
C (0.141, -2.996, -0.075)
C (-4.568, 2.783, 0.929)
H (5.442, 6.032, 0.584)
C (-2.548, -5.311, -3.871)
H (5.454, 1.965, 5.496)
C (1.591, 0.025, -4.584)
H (2.543, -1.871, -5.006)
H (-0.176, 1.152, 1.734)
C (-2.311, 3.214, 0.750)
H (7.107, 0.023, 1.591)
H (-1.746, 5.284, 0.558)
H (-0.181, -3.793, 1.913)
C (-0.113, -0.046, -2.919)
H (4.660, 3.157, 2.973)
C (-5.152, -2.251, 3.800)

Output
Orbital gap (alpha / beta)   6.6 / 7.3 eV
ΔE to the lowest compared entry with this formula, charge and spin   30.04 kcal per mole
2S+1   6
DFT total energy   -110738.756 eV

Q: What is the formula in the fourth record?
A: C39H60MnN2O2Si3Te

Q: What is the DFT total energy in the third record?
A: -102389.293 eV